[1]
Computed, not measured: a cluster of 16 separate species, C21H74O16 in total, with the ωB97M-V functional and the def2-TZVPD basis.

Element x y z (Å)
C: -2.154 1.271 -4.406
C: -2.017 2.740 -4.706
C: -3.181 3.458 -4.096
O: -0.811 3.114 -4.067
H: -3.139 0.918 -4.658
H: -1.909 1.153 -3.316
H: -1.391 0.704 -4.977
H: -1.988 2.945 -5.764
H: -4.039 3.307 -4.757
H: -2.982 4.550 -4.144
H: -3.370 3.206 -3.049
H: -0.662 4.039 -4.259
C: 2.938 -0.206 3.829
C: 4.234 0.528 3.523
C: 4.580 1.539 4.660
O: 5.268 -0.417 3.266
H: 2.894 -1.212 3.329
H: 2.049 0.436 3.653
H: 2.788 -0.463 4.912
H: 4.137 1.080 2.587
H: 5.408 2.174 4.418
H: 4.946 1.004 5.510
H: 3.762 2.132 5.054
H: 5.663 -0.265 2.412
C: -2.437 2.885 2.246
C: -1.124 3.685 2.405
C: -0.183 3.082 3.414
O: -0.573 3.783 1.104
H: -2.949 2.836 3.204
H: -2.212 1.920 1.840
H: -3.120 3.432 1.565
H: -1.359 4.681 2.744
H: 0.784 3.583 3.513
H: 0.002 2.005 3.352
H: -0.615 3.256 4.425
H: 0.360 3.547 1.100
C: -2.953 -4.787 -2.482
C: -1.888 -3.917 -3.202
C: -2.281 -2.372 -2.921
O: -0.657 -4.196 -2.580
H: -3.934 -4.628 -2.867
H: -2.862 -4.567 -1.401
H: -2.721 -5.859 -2.542
H: -1.906 -4.183 -4.258
H: -1.444 -1.697 -3.170
H: -2.531 -2.372 -1.873
H: -3.218 -2.133 -3.461
H: 0.124 -3.731 -2.914
C: -4.021 0.547 -0.888
C: -5.287 0.875 -0.065
C: -6.146 -0.390 0.041
O: -4.935 1.336 1.235
H: -3.328 1.453 -0.862
H: -4.280 0.270 -1.954
H: -3.530 -0.292 -0.426
H: -5.747 1.707 -0.496
H: -5.560 -1.158 0.591
H: -6.510 -0.804 -0.921
H: -7.063 -0.152 0.604
H: -5.333 0.738 1.878
C: -1.446 -1.421 4.064
C: -1.064 -0.863 5.419
C: -0.223 -1.835 6.179
O: -0.380 0.323 5.159
H: -2.032 -0.775 3.420
H: -1.894 -2.383 4.199
H: -0.506 -1.585 3.573
H: -2.008 -0.723 5.946
H: 0.818 -1.793 5.873
H: -0.543 -2.825 5.895
H: -0.273 -1.748 7.276
H: -0.920 0.912 4.615
C: 2.329 -0.878 -0.062
C: 1.002 -0.483 -0.631
C: -0.083 -0.339 0.366
O: 1.144 0.794 -1.341
H: 2.707 -0.162 0.721
H: 3.094 -0.968 -0.892
H: 2.248 -1.860 0.402
H: 0.781 -1.238 -1.357
H: 0.150 0.550 0.943
H: -0.196 -1.269 0.919
H: -1.060 -0.199 -0.171
H: 0.273 1.214 -1.234
O: 0.919 -3.962 0.191
H: 1.751 -4.468 0.196
H: 0.353 -4.492 -0.413
O: 4.556 0.682 -4.425
H: 3.729 1.058 -4.015
H: 4.581 1.110 -5.300
O: 1.674 -1.775 -3.216
H: 1.529 -0.991 -3.761
H: 2.539 -2.147 -3.438
O: 5.726 -2.128 0.215
H: 5.494 -1.354 -0.333
H: 5.092 -2.047 0.932
O: 3.188 2.752 -1.500
H: 3.915 2.292 -1.098
H: 2.468 2.100 -1.444
O: 5.585 -0.340 -2.053
H: 5.962 -0.960 -2.697
H: 5.369 0.374 -2.702
O: -1.138 2.245 -1.279
H: -0.847 2.838 -0.578
H: -0.844 2.581 -2.132
O: 1.850 1.241 -3.875
H: 1.613 0.936 -2.983
H: 1.108 1.814 -4.153
O: 3.881 -4.777 0.170
H: 4.751 -4.319 0.261
H: 3.684 -4.826 -0.781

Computed properties:
- Highest occupied orbital energy: -9.97 eV
- Lowest unoccupied orbital energy: 0.280 eV
- ΔE to the lowest compared entry with this formula, charge and spin: 20.7 kcal per mole
- Net charge: 0
- Energy: -2048.314508 Ha
- Frontier orbital gap: 10.3 eV


[2]
Computed, not measured: a structure of composition C21H8ClF8N4O3Ti, with the ωB97M-V functional and the def2-TZVPD basis.

Element x y z (Å)
Ti: -0.274 0.887 0.335
Cl: 0.761 5.070 -5.228
C: 0.797 3.904 -3.937
C: 2.032 3.479 -3.431
C: 2.081 2.544 -2.424
C: 0.909 2.017 -1.889
O: 0.981 1.043 -0.957
C: -0.339 2.490 -2.357
C: -1.582 2.113 -1.778
O: -1.677 1.428 -0.681
C: -0.365 3.425 -3.415
H: 2.944 3.892 -3.841
H: 3.026 2.198 -2.028
H: -2.511 2.421 -2.240
H: -1.317 3.791 -3.781
N: -1.340 6.081 -1.229
C: -0.819 5.526 -0.355
N: -0.214 4.939 0.663
C: 0.008 3.735 0.896
N: 0.240 2.605 1.158
F: 1.942 -2.751 5.426
C: 1.220 -1.998 4.596
C: 1.796 -1.454 3.467
F: 3.080 -1.675 3.188
C: 1.012 -0.687 2.638
F: 1.543 -0.153 1.505
C: -0.329 -0.428 2.860
O: -1.015 0.295 1.969
C: -0.880 -0.987 4.001
F: -2.172 -0.797 4.276
C: -0.116 -1.760 4.856
F: -0.674 -2.292 5.943
F: 0.473 -6.005 -0.412
C: -0.677 -5.456 -0.811
F: -0.847 -5.765 -2.100
F: -1.664 -6.025 -0.118
C: -0.651 -3.954 -0.632
C: -1.659 -3.298 0.039
C: -1.568 -1.926 0.177
N: -0.552 -1.211 -0.315
C: 0.411 -1.862 -0.977
C: 0.400 -3.231 -1.156
H: -2.498 -3.832 0.457
H: -2.330 -1.370 0.704
H: 1.212 -1.250 -1.365
H: 1.204 -3.714 -1.693

Computed properties:
- Highest occupied orbital energy (spin up / spin down): -7.71 / -9.01 eV
- Lowest unoccupied orbital energy (spin up / spin down): -1.318 / -1.434 eV
- ΔE to the lowest compared entry with this formula, charge and spin: 14.8 kcal per mole
- 2S+1: 2
- Net charge: 0
- Energy: -3358.484550 Ha
- <S²>: 0.771
- Frontier orbital gap (spin up / spin down): 6.4 / 7.6 eV


[3]
Computed, not measured: a structure of composition C21H91BaNO24, with the ωB97M-V functional and the def2-TZVPD basis.

Element x y z (Å)
N: 0.222 -0.354 0.112
H: -0.195 -1.049 0.714
H: -0.454 0.313 -0.232
H: 0.856 -0.751 -0.568
H: 0.738 0.272 0.714
Ba: -0.976 2.947 2.034
O: 1.164 1.322 2.087
H: 1.691 2.042 1.690
O: -2.287 1.626 3.836
H: -1.883 0.738 3.889
O: -1.426 1.703 -0.294
H: -2.318 1.317 -0.190
C: 1.648 -5.743 -2.381
O: 0.805 -4.624 -2.236
H: 2.679 -5.394 -2.447
H: 1.459 -6.363 -1.504
H: 1.381 -6.400 -3.209
H: -0.071 -4.959 -2.438
C: 1.320 2.441 -1.871
O: 0.260 1.598 -2.411
H: 2.323 2.336 -2.283
H: 1.027 3.482 -2.010
H: 1.376 2.305 -0.791
H: -0.452 1.709 -1.776
C: -4.237 2.561 -1.581
O: -2.996 3.212 -1.838
H: -4.594 1.949 -2.410
H: -4.141 1.882 -0.734
H: -5.016 3.272 -1.307
H: -2.319 2.717 -1.370
C: 5.612 0.872 -1.855
O: 4.845 1.871 -1.218
H: 4.972 0.255 -2.485
H: 6.364 1.316 -2.507
H: 6.106 0.234 -1.122
H: 4.105 1.414 -0.813
C: 1.999 4.897 0.790
O: 0.630 4.516 0.606
H: 2.542 4.167 1.391
H: 2.431 5.083 -0.193
H: 2.032 5.830 1.352
H: 0.321 4.984 -0.174
C: -0.104 -1.251 3.856
O: 0.821 -1.215 2.852
H: 0.337 -0.883 4.782
H: -0.908 -0.534 3.686
H: -0.527 -2.256 3.845
H: 0.958 -0.272 2.733
C: 5.993 2.051 1.722
O: 6.728 3.065 2.388
H: 5.058 2.524 1.421
H: 6.479 1.793 0.781
H: 5.887 1.093 2.231
H: 7.602 2.680 2.291
C: -5.175 3.122 2.072
O: -3.868 2.654 1.798
H: -5.557 3.489 1.119
H: -5.740 2.226 2.328
H: -5.199 3.861 2.873
H: -3.549 2.217 2.591
C: 1.702 1.629 -5.730
O: 1.363 0.615 -4.769
H: 1.212 2.575 -5.495
H: 2.781 1.755 -5.826
H: 1.196 1.288 -6.633
H: 1.174 1.036 -3.927
C: 0.976 -4.441 1.158
O: 1.595 -4.439 2.426
H: 1.709 -4.304 0.363
H: 0.377 -5.310 0.885
H: 0.327 -3.566 1.201
H: 1.794 -3.531 2.664
C: 3.632 -2.242 5.081
O: 2.919 -1.363 5.953
H: 3.748 -3.217 5.555
H: 3.049 -2.483 4.193
H: 4.633 -1.867 4.864
H: 2.860 -0.503 5.530
C: 3.670 -0.765 1.379
O: 3.183 0.266 0.542
H: 3.643 -0.498 2.436
H: 3.122 -1.702 1.281
H: 4.687 -1.071 1.134
H: 2.599 0.822 1.063
C: -2.647 5.673 0.387
O: -2.303 5.554 1.742
H: -2.127 4.890 -0.166
H: -3.712 5.474 0.269
H: -2.402 6.632 -0.067
H: -2.447 6.413 2.146
C: -4.323 -1.166 2.387
O: -3.651 -0.769 3.590
H: -4.655 -2.203 2.329
H: -5.167 -0.528 2.126
H: -3.601 -1.034 1.582
H: -3.298 0.118 3.486
C: -2.692 0.534 -4.194
O: -3.653 -0.406 -4.639
H: -3.150 1.499 -3.980
H: -2.150 0.208 -3.307
H: -1.897 0.751 -4.908
H: -4.476 -0.332 -4.149
C: -0.186 -2.865 -4.785
O: -0.142 -1.790 -5.680
H: 0.725 -3.464 -4.769
H: -0.387 -2.610 -3.745
H: -1.019 -3.455 -5.168
H: 0.253 -0.966 -5.386
C: -2.137 -2.404 -0.923
O: -1.717 -2.363 0.488
H: -1.589 -3.035 -1.624
H: -3.177 -2.719 -1.008
H: -1.985 -1.405 -1.331
H: -2.108 -3.128 0.917
C: -2.924 -5.723 0.244
O: -3.094 -4.866 1.390
H: -3.388 -6.704 0.353
H: -3.350 -5.224 -0.626
H: -1.870 -5.780 -0.026
H: -3.953 -5.076 1.764
C: -5.927 -0.883 -1.632
O: -5.773 -0.323 -2.895
H: -4.920 -1.116 -1.286
H: -6.424 -0.164 -0.981
H: -6.450 -1.831 -1.760
H: -6.599 0.129 -3.081
C: 2.618 -1.453 -2.415
O: 1.619 -1.968 -1.610
H: 2.499 -1.778 -3.449
H: 2.607 -0.364 -2.469
H: 3.602 -1.792 -2.090
H: 1.565 -2.894 -1.856
C: 3.062 2.267 4.751
O: 2.633 0.972 4.286
H: 3.503 2.776 3.895
H: 2.203 2.828 5.120
H: 3.755 2.117 5.579
H: 2.099 1.158 3.510

Computed properties:
- Highest occupied orbital energy: -9.14 eV
- Lowest unoccupied orbital energy: -0.423 eV
- Net charge: 0
- Energy: -2740.423111 Ha
- Frontier orbital gap: 8.7 eV


[4]
Computed, not measured: a structure of composition C22H11CrF16N4O5S6, with the ωB97M-V functional and the def2-TZVPD basis.

Element x y z (Å)
Cr: 1.180 -0.689 0.205
C: -1.731 2.134 2.681
N: -0.533 1.967 1.918
C: 0.642 1.584 2.658
C: 0.667 0.080 2.968
N: 0.200 -0.701 1.829
C: -0.761 -1.646 2.156
C: -1.946 -1.794 1.421
F: -2.190 -0.994 0.381
C: -2.904 -2.739 1.731
F: -4.022 -2.836 0.991
C: -2.740 -3.575 2.818
F: -3.681 -4.485 3.130
C: -1.596 -3.457 3.579
F: -1.409 -4.272 4.630
C: -0.633 -2.522 3.244
F: 0.477 -2.501 3.999
C: -0.354 2.845 0.799
C: -1.238 2.504 -0.388
N: -1.026 1.139 -0.893
C: -1.589 0.823 -2.114
C: -2.753 1.436 -2.626
F: -3.435 2.390 -1.946
C: -3.336 1.088 -3.830
F: -4.453 1.727 -4.225
C: -2.800 0.104 -4.626
F: -3.367 -0.232 -5.799
C: -1.666 -0.533 -4.166
F: -1.115 -1.500 -4.908
C: -1.086 -0.196 -2.958
F: -0.006 -0.909 -2.646
H: -1.769 3.097 3.231
H: -1.817 1.328 3.413
H: -2.615 2.077 2.041
H: 0.735 2.143 3.607
H: 1.518 1.825 2.060
H: 0.036 -0.122 3.839
H: 1.691 -0.202 3.244
H: 0.684 2.790 0.478
H: -0.565 3.904 1.051
H: -1.027 3.245 -1.172
H: -2.283 2.605 -0.112
F: 4.947 -0.476 -1.236
C: 3.913 0.162 -1.780
F: 4.275 0.561 -2.997
F: 2.889 -0.697 -1.884
S: 3.406 1.590 -0.705
O: 2.668 0.885 0.347
O: 4.626 2.187 -0.240
N: 2.618 2.576 -1.571
S: 1.370 2.391 -2.598
O: 0.288 0.740 -0.704
O: 1.533 1.285 -3.541
C: 1.947 3.863 -3.622
F: 3.176 3.736 -4.123
F: 1.896 5.007 -2.916
F: 1.098 4.003 -4.661
O: 1.862 -7.032 2.525
C: 1.802 -5.924 2.042
S: 0.589 -5.422 0.861
C: 1.166 -3.778 0.635
C: 2.235 -3.405 1.369
S: 2.951 -1.828 1.230
S: 2.917 -4.613 2.442
S: 0.443 -2.742 -0.563

Computed properties:
- Highest occupied orbital energy (spin up / spin down): -2.09 / -2.13 eV
- Lowest unoccupied orbital energy (spin up / spin down): 4.253 / 4.253 eV
- ΔE to the lowest compared entry with this formula, charge and spin: 23.3 kcal per mole
- 2S+1: 2
- Net charge: -2
- Energy: -6471.621647 Ha
- <S²>: 0.767
- Frontier orbital gap (spin up / spin down): 6.3 / 6.4 eV


Repeat the second record exactly.
Computed, not measured: a structure of composition C21H8ClF8N4O3Ti, with the ωB97M-V functional and the def2-TZVPD basis.

Element x y z (Å)
Ti: -0.274 0.887 0.335
Cl: 0.761 5.070 -5.228
C: 0.797 3.904 -3.937
C: 2.032 3.479 -3.431
C: 2.081 2.544 -2.424
C: 0.909 2.017 -1.889
O: 0.981 1.043 -0.957
C: -0.339 2.490 -2.357
C: -1.582 2.113 -1.778
O: -1.677 1.428 -0.681
C: -0.365 3.425 -3.415
H: 2.944 3.892 -3.841
H: 3.026 2.198 -2.028
H: -2.511 2.421 -2.240
H: -1.317 3.791 -3.781
N: -1.340 6.081 -1.229
C: -0.819 5.526 -0.355
N: -0.214 4.939 0.663
C: 0.008 3.735 0.896
N: 0.240 2.605 1.158
F: 1.942 -2.751 5.426
C: 1.220 -1.998 4.596
C: 1.796 -1.454 3.467
F: 3.080 -1.675 3.188
C: 1.012 -0.687 2.638
F: 1.543 -0.153 1.505
C: -0.329 -0.428 2.860
O: -1.015 0.295 1.969
C: -0.880 -0.987 4.001
F: -2.172 -0.797 4.276
C: -0.116 -1.760 4.856
F: -0.674 -2.292 5.943
F: 0.473 -6.005 -0.412
C: -0.677 -5.456 -0.811
F: -0.847 -5.765 -2.100
F: -1.664 -6.025 -0.118
C: -0.651 -3.954 -0.632
C: -1.659 -3.298 0.039
C: -1.568 -1.926 0.177
N: -0.552 -1.211 -0.315
C: 0.411 -1.862 -0.977
C: 0.400 -3.231 -1.156
H: -2.498 -3.832 0.457
H: -2.330 -1.370 0.704
H: 1.212 -1.250 -1.365
H: 1.204 -3.714 -1.693

Computed properties:
- Highest occupied orbital energy (spin up / spin down): -7.71 / -9.01 eV
- Lowest unoccupied orbital energy (spin up / spin down): -1.318 / -1.434 eV
- ΔE to the lowest compared entry with this formula, charge and spin: 14.8 kcal per mole
- 2S+1: 2
- Net charge: 0
- Energy: -3358.484550 Ha
- <S²>: 0.771
- Frontier orbital gap (spin up / spin down): 6.4 / 7.6 eV